(1)
{
  "formula": "C3H9NO2",
  "method": "ωB97M-V with the def2-TZVPD basis set",
  "relative_energy_kcal_mol": 27.60,
  "energy_ev": -8841.7582,
  "homo_energy_ev": -10.273,
  "smiles": "CCC(N)=O.O",
  "lumo_energy_ev": 0.654,
  "total_charge": 0,
  "homo_lumo_gap_ev": 10.926,
  "elements": ["C", "C", "C", "N", "O", "H", "H", "H", "H", "H", "H", "H", "H", "H", "O"],
  "positions_angstrom": [[-0.719, -2.232, -0.599], [0.058, -1.497, 0.681], [-0.273, -0.005, 0.740], [-1.366, 0.121, 1.564], [0.273, 0.820, 0.081], [-0.517, -1.353, -1.345], [-0.180, -3.237, -0.825], [-1.759, -2.360, -0.410], [1.183, -1.589, 0.438], [-0.206, -1.929, 1.634], [-1.744, -0.604, 2.222], [-1.954, 0.929, 1.387], [1.566, 1.862, -1.377], [1.108, 2.836, -2.390], [1.936, 2.555, -1.983]],
  "lowdin_charge": [-0.065, -0.162, -0.597, 0.137, 0.075, 0.097, 0.090, 0.031, 0.130, 0.075, 0.130, 0.105, 0.015, 0.025, -0.086]
}

---

(2)
{
  "formula": "C3H9NO2",
  "method": "ωB97M-V with the def2-TZVPD basis set",
  "relative_energy_kcal_mol": 50.59,
  "energy_ev": -8840.7615,
  "homo_energy_ev": -8.975,
  "smiles": "CC(=O)O.CN",
  "lumo_energy_ev": 0.858,
  "total_charge": 0,
  "homo_lumo_gap_ev": 9.833,
  "elements": ["C", "C", "O", "O", "H", "H", "H", "C", "N", "H", "H", "H", "H", "H", "H"],
  "positions_angstrom": [[2.156, -0.083, -2.117], [1.004, 0.341, -1.217], [0.221, -0.806, -1.171], [0.860, 1.344, -0.603], [2.819, 0.802, -2.180], [1.709, -0.587, -3.107], [2.869, -0.891, -1.734], [-1.392, 0.223, 2.350], [-2.463, -0.751, 2.234], [-2.207, -1.350, 3.035], [-3.484, -0.659, 2.141], [-0.670, -0.704, -0.791], [-0.455, -0.234, 1.760], [-1.059, 0.336, 3.314], [-1.541, 1.348, 2.022]],
  "lowdin_charge": [-0.023, -0.568, 0.033, 0.117, 0.079, 0.131, 0.100, -0.228, -0.099, 0.064, 0.067, 0.112, 0.095, 0.010, 0.109]
}

---

(3)
{
  "formula": "C3H9NO2",
  "method": "ωB97M-V with the def2-TZVPD basis set",
  "relative_energy_kcal_mol": 65.39,
  "energy_ev": -8840.1195,
  "homo_energy_ev": -9.705,
  "smiles": "C=CN=C.O.O",
  "lumo_energy_ev": 0.563,
  "total_charge": 0,
  "homo_lumo_gap_ev": 10.268,
  "elements": ["C", "C", "C", "N", "H", "H", "H", "H", "H", "H", "H", "O", "H", "H", "O"],
  "positions_angstrom": [[0.799, -1.347, -0.242], [1.684, -0.360, -0.072], [0.274, -2.055, 1.837], [-0.170, -1.848, 0.666], [1.001, -1.955, -1.127], [1.672, 0.149, 0.893], [2.078, 0.220, -0.889], [-0.445, -2.315, 2.610], [1.333, -1.914, 2.072], [-2.354, 0.861, 0.447], [-1.492, -0.018, -0.221], [-1.661, 0.950, -0.228], [-0.430, 3.277, -2.473], [-0.669, 2.590, -1.114], [-0.315, 3.377, -1.527]],
  "lowdin_charge": [-0.279, 0.006, -0.035, -0.018, 0.101, 0.059, 0.057, 0.072, 0.084, 0.053, 0.024, -0.068, 0.027, -0.021, -0.062]
}

---

(4)
{
  "formula": "C3H9NO2",
  "method": "ωB97M-V with the def2-TZVPD basis set",
  "relative_energy_kcal_mol": 140.41,
  "energy_ev": -8836.8665,
  "homo_energy_ev": -9.706,
  "lumo_energy_ev": 0.346,
  "total_charge": 0,
  "homo_lumo_gap_ev": 10.052,
  "elements": ["C", "C", "C", "H", "H", "H", "H", "H", "H", "H", "H", "H", "N", "O", "O"],
  "positions_angstrom": [[-0.593, 1.358, -0.156], [-0.081, 0.090, -0.189], [2.192, -0.870, -0.015], [-3.079, -1.859, -0.179], [-2.403, -0.132, 0.442], [0.139, 2.226, 0.086], [-1.217, 1.579, 0.773], [-1.290, 1.323, -1.090], [1.798, 1.098, 0.501], [1.797, -1.969, -0.080], [2.800, -0.614, -0.916], [2.783, -0.941, 0.942], [1.297, 0.211, -0.010], [-3.529, -0.512, 0.041], [-0.613, -0.988, -0.149]],
  "lowdin_charge": [-0.061, -0.647, -0.145, 0.254, 0.122, 0.119, 0.117, 0.153, 0.209, 0.118, 0.088, 0.089, -0.067, -0.394, 0.044]
}

---

(5)
{
  "formula": "C3H9NO2",
  "method": "ωB97M-V with the def2-TZVPD basis set",
  "relative_energy_kcal_mol": 63.14,
  "energy_ev": -8840.2173,
  "homo_energy_ev": -8.895,
  "smiles": "C=CO.NCO",
  "lumo_energy_ev": 0.769,
  "total_charge": 0,
  "homo_lumo_gap_ev": 9.664,
  "elements": ["C", "C", "O", "H", "H", "H", "H", "N", "C", "O", "H", "H", "H", "H", "H"],
  "positions_angstrom": [[2.640, 0.156, -0.771], [1.627, 0.100, -1.638], [0.649, -0.855, -1.555], [3.260, 1.035, -0.774], [2.734, -0.403, 0.210], [1.423, 0.966, -2.274], [0.381, -1.056, -0.658], [-2.484, -0.112, 1.325], [-1.256, 0.312, 0.642], [-0.083, -0.482, 1.037], [-2.744, -1.057, 0.914], [-3.370, 0.452, 1.217], [-1.073, 1.351, 0.885], [-1.407, 0.352, -0.494], [-0.297, -0.760, 1.934]],
  "lowdin_charge": [-0.009, -0.280, -0.051, 0.034, 0.080, 0.110, 0.035, -0.024, -0.318, -0.091, 0.095, 0.095, 0.103, 0.131, 0.090]
}

---

(6)
{
  "formula": "C3H9NO2",
  "method": "ωB97M-V with the def2-TZVPD basis set",
  "relative_energy_kcal_mol": 24.18,
  "energy_ev": -8841.9065,
  "homo_energy_ev": -9.720,
  "smiles": "CC(N)=O.CO",
  "lumo_energy_ev": 0.878,
  "total_charge": 0,
  "homo_lumo_gap_ev": 10.598,
  "elements": ["C", "C", "O", "N", "H", "H", "H", "H", "H", "C", "O", "H", "H", "H", "H"],
  "positions_angstrom": [[-0.078, -1.061, 0.982], [-0.817, -1.276, -0.319], [-1.760, -0.591, -0.674], [-0.229, -2.114, -1.233], [-0.796, -2.257, -2.052], [0.394, -2.829, -0.911], [0.980, -1.151, 0.741], [-0.204, -1.841, 1.729], [-0.402, -0.113, 1.384], [0.176, 2.245, -0.081], [1.235, 1.601, 0.629], [1.881, 2.303, 0.736], [-0.468, 2.838, 0.567], [0.507, 2.792, -0.966], [-0.420, 1.454, -0.533]],
  "lowdin_charge": [-0.014, -0.584, 0.022, 0.142, 0.103, 0.092, 0.079, 0.080, 0.072, -0.149, -0.132, 0.072, 0.082, 0.080, 0.055]
}

---

(7)
{
  "formula": "C3H9NO2",
  "method": "ωB97M-V with the def2-TZVPD basis set",
  "relative_energy_kcal_mol": 86.83,
  "energy_ev": -8839.1897,
  "homo_energy_ev": -9.044,
  "smiles": "C=CN=C.O.O",
  "lumo_energy_ev": -0.478,
  "total_charge": 0,
  "homo_lumo_gap_ev": 8.566,
  "elements": ["C", "C", "C", "N", "H", "H", "H", "H", "H", "H", "H", "O", "H", "H", "O"],
  "positions_angstrom": [[-1.850, -0.695, -0.683], [-2.381, 0.310, -1.356], [-1.147, 0.537, 1.166], [-1.141, -0.591, 0.577], [-1.979, -1.716, -1.039], [-2.202, 1.347, -1.137], [-3.040, 0.112, -2.218], [-1.549, 0.716, 2.176], [-0.943, 1.496, 0.627], [2.278, -1.158, 1.532], [0.976, -0.791, 0.595], [1.869, -1.120, 0.663], [3.246, -0.088, -0.162], [3.933, 1.065, -0.787], [3.930, 0.577, 0.046]],
  "lowdin_charge": [-0.217, -0.009, -0.046, -0.039, 0.097, 0.042, 0.064, 0.092, 0.086, 0.062, -0.010, -0.053, -0.005, 0.028, -0.091]
}

---

(8)
{
  "formula": "C3H9NO2S",
  "method": "ωB97M-V with the def2-TZVPD basis set",
  "relative_energy_kcal_mol": 5.94,
  "energy_ev": -19675.8075,
  "homo_energy_ev": 0.191,
  "lumo_energy_ev": 6.004,
  "total_charge": -2,
  "homo_lumo_gap_ev": 5.812,
  "elements": ["C", "C", "S", "N", "C", "O", "H", "H", "H", "H", "H", "H", "H", "H", "H", "O"],
  "positions_angstrom": [[1.431, -0.201, 0.957], [2.185, 0.598, -0.115], [3.880, 1.094, 0.412], [0.250, -0.983, 0.521], [-0.875, -0.140, 0.004], [-1.477, -0.743, -1.067], [2.119, -0.809, 1.547], [1.046, 0.529, 1.677], [1.594, 1.473, -0.382], [2.249, -0.017, -1.018], [0.496, -1.416, -0.370], [-0.523, 0.873, -0.274], [-1.601, -0.016, 0.841], [-2.901, -0.441, -1.167], [-3.953, 0.322, -0.357], [-3.918, -0.124, -1.208]],
  "lowdin_charge": [-0.379, -0.791, -0.051, -0.083, -0.498, -0.322, 0.058, 0.085, 0.016, 0.030, 0.065, 0.085, 0.081, -0.035, -0.036, -0.226]
}

---

(9)
{
  "formula": "C3H9NO2S",
  "method": "ωB97M-V with the def2-TZVPD basis set",
  "relative_energy_kcal_mol": 40.70,
  "energy_ev": -19676.6484,
  "homo_energy_ev": -9.222,
  "smiles": "NC(=O)CCS.O",
  "lumo_energy_ev": 0.617,
  "total_charge": 0,
  "homo_lumo_gap_ev": 9.839,
  "elements": ["C", "C", "S", "C", "N", "O", "H", "H", "H", "H", "H", "H", "H", "H", "H", "O"],
  "positions_angstrom": [[-0.733, -1.144, -0.067], [-1.054, -0.982, 1.436], [-2.664, 0.002, 1.586], [0.678, -0.547, -0.404], [0.985, -0.567, -1.808], [1.436, 0.026, 0.416], [-0.834, -2.171, -0.567], [-1.581, -0.742, -0.610], [-1.016, -1.805, 2.099], [-0.302, -0.345, 1.976], [-1.962, 0.876, 2.398], [0.331, -0.492, -2.557], [1.847, -0.232, -2.103], [1.347, 2.003, -0.526], [2.138, 3.189, -0.920], [1.383, 2.932, -0.348]],
  "lowdin_charge": [-0.195, -0.506, 0.651, -0.413, 0.139, 0.017, 0.135, 0.066, 0.047, 0.071, -0.120, 0.088, 0.062, -0.034, 0.051, -0.059]
}

---

(10)
{
  "formula": "C3H9NO2S",
  "method": "ωB97M-V with the def2-TZVPD basis set",
  "relative_energy_kcal_mol": 58.41,
  "energy_ev": -19675.8801,
  "homo_energy_ev": -9.185,
  "smiles": "N[C@@H](C=O)CS.O",
  "lumo_energy_ev": 0.419,
  "total_charge": 0,
  "homo_lumo_gap_ev": 9.604,
  "elements": ["O", "C", "C", "C", "S", "N", "H", "H", "H", "H", "H", "H", "H", "H", "H", "O"],
  "positions_angstrom": [[0.359, -0.518, -2.364], [-0.206, -0.476, -1.289], [0.097, -1.295, 0.042], [1.472, -1.957, -0.149], [2.108, -2.855, 1.245], [0.025, -0.205, 1.040], [-1.238, -0.093, -1.168], [-0.607, -2.159, 0.098], [2.122, -1.161, -0.456], [1.499, -2.686, -1.024], [0.900, -2.826, 1.875], [-0.861, 0.297, 1.005], [0.001, -0.745, 1.935], [-1.629, 5.060, 0.271], [-1.854, 6.254, -0.630], [-2.187, 5.365, -0.429]],
  "lowdin_charge": [0.064, -0.207, -0.434, -0.600, 0.715, 0.032, 0.118, 0.142, 0.065, 0.097, -0.138, 0.069, 0.077, 0.014, 0.041, -0.056]
}

---

(11)
{
  "formula": "C3H9NO2S",
  "method": "ωB97M-V with the def2-TZVPD basis set",
  "relative_energy_kcal_mol": 144.67,
  "energy_ev": -19672.1395,
  "homo_energy_ev": [-9.386, -9.387],
  "smiles": "C[C@H](N)S(C)(=O)=O",
  "lumo_energy_ev": [0.256, 0.255],
  "total_charge": 0,
  "homo_lumo_gap_ev": [9.642, 9.642],
  "elements": ["C", "C", "C", "N", "O", "O", "S", "H", "H", "H", "H", "H", "H", "H", "H", "H"],
  "positions_angstrom": [[-0.840, -0.083, -1.328], [2.150, -0.236, 0.134], [-0.893, -0.437, 0.126], [-2.105, -0.185, 0.758], [0.586, 2.243, 0.026], [0.519, 0.080, 2.260], [0.599, 0.406, 0.814], [0.102, -0.333, -1.888], [-0.847, 1.108, -1.496], [-1.579, -0.395, -1.962], [2.774, -0.579, 1.058], [1.938, -0.803, -0.643], [2.741, 0.666, -0.198], [-0.526, -1.581, 0.186], [-2.541, 0.642, 0.475], [-2.079, -0.513, 1.678]],
  "lowdin_charge": [-0.134, -0.158, -0.574, 0.089, -0.499, -0.421, 0.930, 0.089, 0.123, 0.038, 0.114, -0.020, 0.084, 0.177, 0.087, 0.075]
}

---

(12)
{
  "formula": "C3H9NO3",
  "method": "ωB97M-V with the def2-TZVPD basis set",
  "relative_energy_kcal_mol": 105.00,
  "energy_ev": -10886.0280,
  "homo_energy_ev": -8.711,
  "smiles": "[NH3+][O-].CC(=O)CO",
  "lumo_energy_ev": 0.692,
  "total_charge": 0,
  "homo_lumo_gap_ev": 9.404,
  "elements": ["C", "C", "C", "N", "O", "O", "O", "H", "H", "H", "H", "H", "H", "H", "H", "H"],
  "positions_angstrom": [[-0.883, 0.488, 2.329], [0.817, 0.404, 0.444], [-0.395, -0.166, 1.083], [-0.204, -0.509, -2.421], [1.465, -0.697, -0.167], [-1.052, -1.062, 0.583], [0.366, 0.731, -2.178], [-1.753, 1.022, 2.145], [0.047, 0.918, 2.716], [-1.168, -0.312, 2.914], [0.417, 1.016, -0.382], [1.456, 0.967, 1.044], [-1.134, -0.384, -2.829], [0.416, -1.132, -2.987], [2.065, -0.298, -0.815], [-0.460, -0.988, -1.479]],
  "lowdin_charge": [0.014, -0.210, -0.421, -0.033, -0.070, 0.064, -0.330, 0.077, 0.094, 0.065, 0.108, 0.104, 0.142, 0.162, 0.094, 0.140]
}